Record 1
Below is a cluster of 2 separate species, C15H18 in total, with properties calculated with the ωB97M-V functional and the def2-TZVPD basis.

Last column: Mulliken charge in e.
Cartesian coordinates (Å):
C 2.34353 2.43680 3.05968  -1.11
C 1.54664 1.70142 1.96519  -0.53
C 0.56572 0.70623 2.50513  0.55
C -0.73247 0.69827 2.01170  -0.31
C -1.70168 -0.18859 2.46866  -0.51
C -1.34381 -1.20396 3.34144  -0.47
C -0.07747 -1.14071 3.90301  -0.50
C 0.88260 -0.23756 3.46852  -0.33
H 1.95995 3.41694 3.32842  0.33
H 3.42132 2.45244 2.92323  0.30
H 2.20565 1.86559 3.98254  0.33
H 1.11668 2.39027 1.23315  0.32
H 2.26371 1.20816 1.29185  0.27
H -1.04241 1.32791 1.19556  0.22
H -2.69415 -0.20326 2.03403  0.34
H -2.02250 -2.01526 3.56134  0.38
H 0.25096 -1.79889 4.70239  0.33
H 1.85433 -0.22499 3.92724  0.41
C 2.03339 -0.62058 -3.68216  -1.34
C 0.55727 -0.55332 -3.43090  0.61
C 0.00835 0.50166 -2.70724  -0.32
C -1.35171 0.53119 -2.42484  -0.51
C -2.17507 -0.46248 -2.91210  -0.36
C -1.67850 -1.48868 -3.71373  -0.63
C -0.31188 -1.50114 -3.95310  -0.27
H 2.57996 -0.33065 -2.77579  0.33
H 2.36993 0.02232 -4.49268  0.29
H 2.40121 -1.64006 -3.82342  0.36
H 0.67822 1.28237 -2.36916  0.38
H -1.75318 1.31462 -1.79376  0.38
H -3.19522 -0.52449 -2.58866  0.35
H -2.33648 -2.29156 -4.01142  0.36
H 0.06212 -2.27799 -4.57707  0.37

Values from the calculation:
gap between HOMO and LUMO	9.86	eV
lowest unoccupied orbital energy	0.03225	Ha
total charge	0
SMILES string	CCc1ccccc1.Cc1ccccc1
energy relative to the best compared isomer or geometry (same formula, charge and spin)	7.3	kcal per mole



Record 2
Below is an isolated molecule of C11H13NO2S, with properties calculated with the ωB97M-V functional and the def2-TZVPD basis.

Last column: Mulliken charge in e.
Cartesian coordinates (Å):
C 1.37580 3.36082 0.36249  -1.03
C 0.52527 2.38078 -0.24477  -0.10
C 2.54802 2.80454 0.71237  -0.27
C 1.01752 1.10222 -0.26294  0.51
C -2.35295 -0.72437 -0.16601  0.20
C -2.12620 0.25437 -1.32826  -0.15
C -0.62800 0.16280 -1.89642  -1.33
C 0.09671 -2.51488 0.99176  -0.74
C -0.92478 -1.48993 1.66507  -0.78
C 1.42341 -1.90837 0.39583  -0.41
C 0.45989 -0.03713 -0.88280  0.56
N -1.38468 -0.51711 0.72253  -0.31
O -3.33915 -1.38182 -0.07357  -0.66
O 1.04335 -1.27118 -0.81388  -0.38
S 2.58485 1.07676 0.47421  -0.08
H 1.19792 4.32526 0.45178  0.58
H -0.47746 2.58618 -0.68895  0.27
H 3.41031 3.18770 1.22423  0.45
H -2.69280 0.18115 -2.31072  0.35
H -2.29009 1.36280 -1.13065  0.25
H -0.65326 -0.71039 -2.59198  0.40
H -0.62272 1.06047 -2.42224  0.53
H 0.45595 -3.25418 1.77965  0.43
H -0.29182 -3.20283 0.31275  0.40
H -1.74019 -2.05871 2.12641  0.42
H -0.54343 -0.94790 2.59145  0.29
H 1.78034 -1.18072 1.05060  0.36
H 2.14819 -2.64636 -0.04795  0.25

Values from the calculation:
gap between HOMO and LUMO (alpha / beta)	6.37 / 6.37	eV
lowest unoccupied orbital energy (alpha / beta)	-0.04704 / -0.04705	Ha
total charge	0
energy relative to the best compared isomer or geometry (same formula, charge and spin)	78.5	kcal per mole



Record 3
Below is a structure of composition C22H33CrNO6PS2, with properties calculated with the ωB97M-V functional and the def2-TZVPD basis.

Last column: Mulliken charge in e.
Cartesian coordinates (Å):
Cr -0.05379 -1.04731 0.47422  1.52
C 0.11953 -1.02167 -3.25557  -1.04
O -0.61366 -0.96260 -2.04763  0.38
C -1.82043 -1.67678 -2.10882  -0.87
C -2.52486 -1.54422 -0.74118  0.10
O -1.75116 -1.97948 0.40105  -0.33
C -2.47098 -1.91575 1.63390  -0.79
H 0.56796 -2.01091 -3.30818  0.34
H 0.98142 -0.26565 -3.13605  0.19
H -0.42249 -0.80633 -4.17781  0.37
H -1.62624 -2.72490 -2.37571  0.53
H -2.45866 -1.17479 -2.82989  0.30
H -3.41761 -2.18112 -0.75411  0.44
H -2.82817 -0.47915 -0.60074  -0.16
H -3.21828 -2.63478 1.72218  0.36
H -2.80901 -0.89408 1.72028  0.30
H -1.77852 -2.05657 2.44330  0.15
C 5.95369 -2.20907 -2.18201  -1.36
C 4.62239 -1.65824 -1.85109  -0.08
O 4.00954 -2.57541 -0.88515  -0.31
P 2.70989 -2.09304 0.01262  0.88
S 0.95116 -3.05138 -0.31835  -0.67
S 2.47075 -0.18838 0.24106  -0.56
O 3.21669 -2.88645 1.37079  -0.52
C 2.63131 -3.43235 2.56287  -0.43
C 1.85700 -2.45274 3.46464  -0.52
H 6.41770 -1.63763 -2.99913  0.39
H 5.90382 -3.23741 -2.60525  0.29
H 6.76526 -2.24988 -1.43791  0.32
H 4.06159 -1.47138 -2.73716  0.27
H 4.69430 -0.67489 -1.39807  0.36
H 3.55940 -3.85378 2.94455  0.36
H 1.94815 -4.24313 2.29712  0.30
H 2.18407 -1.40114 3.38146  0.12
H 1.97124 -2.65258 4.54116  0.43
H 0.81376 -2.54995 3.25185  -0.04
C 0.07200 3.07234 -1.26841  -1.09
O -1.24368 3.17207 -0.83730  -0.44
C -2.15437 2.29409 -1.26762  0.91
C -2.14606 1.73857 -2.51907  0.19
C -3.25562 1.10552 -3.11401  -1.09
C -4.36479 1.02676 -2.27569  -0.40
C -4.33328 1.52481 -0.97134  -0.57
C -3.21658 2.01155 -0.37751  -0.38
N -3.23446 2.25835 1.03277  0.15
C -2.35309 2.97817 1.84594  -1.53
C -0.92818 2.83960 2.07531  1.32
C -0.29091 3.87872 2.69455  -0.72
C 0.96205 3.78190 3.27248  -0.80
C 1.63141 2.58579 3.19713  -0.91
C 0.99577 1.50494 2.58706  0.24
C -0.25124 1.59048 1.91278  0.52
O -0.80192 0.53097 1.31633  -0.50
H 0.73661 3.72311 -0.64731  0.27
H 0.16380 3.49396 -2.28101  0.42
H 0.42820 2.11462 -1.39337  0.31
H -1.23124 1.87545 -3.15195  0.24
H -3.12050 0.57250 -4.01802  0.70
H -5.22052 0.43236 -2.55769  0.35
H -5.19137 1.37233 -0.32339  0.28
H -4.20452 2.16277 1.39802  0.31
H -2.83340 3.84534 2.43351  0.15
H -0.78053 4.80061 2.92335  0.44
H 1.42293 4.63206 3.78172  0.36
H 2.65509 2.38359 3.41541  0.44
H 1.47165 0.59163 2.40406  -0.16

Values from the calculation:
gap between HOMO and LUMO (alpha / beta)	6.17 / 7.87	eV
2S+1	6
lowest unoccupied orbital energy (alpha / beta)	0.01500 / 0.01417	Ha
<S²>	8.788
total charge	0
energy relative to the best compared isomer or geometry (same formula, charge and spin)	19.0	kcal per mole



Record 4
Below is a cluster of 3 separate species, C14H26FN2O8P in total, with properties calculated with the ωB97M-V functional and the def2-TZVPD basis.

Last column: Mulliken charge in e.
Cartesian coordinates (Å):
O -3.74899 0.18558 -3.70121  -0.46
C -3.03873 -0.53258 -4.33040  0.58
O -3.41840 -0.92473 -5.62286  -0.26
P -5.05631 -1.41595 -5.68071  0.20
O -5.43483 -2.29239 -4.29566  -0.41
O -5.15459 -2.46247 -6.98711  -0.43
N -1.73429 -1.01920 -3.89008  0.17
F -1.03505 -1.27960 -5.05199  -0.24
C -1.92754 -2.25345 -3.10109  -0.14
C -2.86086 -2.14988 -1.98111  0.21
C -3.01767 -3.43482 -1.27577  -0.56
C -2.24713 -4.55022 -1.79234  -0.30
N -1.36390 -4.60159 -2.81085  -0.56
C -1.19126 -3.43607 -3.48693  -0.08
H -6.28151 -1.95670 -3.95661  0.35
H -4.31824 -2.97385 -7.05930  0.31
H -3.39705 -1.22405 -1.69882  0.46
H -3.71580 -3.52442 -0.41179  0.37
H -2.41359 -5.52252 -1.25882  0.36
H -0.48149 -3.44136 -4.34757  0.36
C 1.85654 -0.10485 1.97690  -0.65
O 2.14833 -1.47805 1.76268  -0.37
C 1.08524 -2.33048 2.17154  -0.67
C 0.29421 -2.83809 0.97804  -0.47
O -0.43071 -1.78546 0.35315  -0.31
C 0.18349 -1.34022 -0.84681  -0.81
H 2.63159 0.48644 1.48881  0.20
H 0.88661 0.17233 1.55663  0.27
H 1.87397 0.11701 3.04888  0.36
H 0.42932 -1.82299 2.88601  0.34
H 1.54025 -3.18624 2.68113  0.40
H -0.44329 -3.56767 1.32935  0.38
H 0.95054 -3.34106 0.26062  0.36
H 0.06987 -2.09739 -1.62408  0.32
H 1.24385 -1.12005 -0.69708  0.44
H -0.32033 -0.42819 -1.16911  0.27
C 3.18816 5.40368 5.34375  -0.67
O 3.69716 5.77744 4.07326  -0.37
C 4.40054 4.71705 3.43514  -0.56
C 3.56157 4.07664 2.34277  -0.50
O 2.45173 3.37232 2.88910  -0.25
C 1.23346 4.08676 2.74603  -0.83
H 2.52553 6.19831 5.68837  0.24
H 2.62178 4.47065 5.29337  0.27
H 4.01006 5.30044 6.06028  0.32
H 4.72660 3.96906 4.16452  0.33
H 5.29446 5.15554 2.97998  0.37
H 4.17622 3.34113 1.81374  0.35
H 3.23071 4.82492 1.61560  0.37
H 0.92128 4.08759 1.69698  0.32
H 1.32699 5.11502 3.10415  0.39
H 0.47149 3.57865 3.33737  0.23

Values from the calculation:
gap between HOMO and LUMO	9.37	eV
lowest unoccupied orbital energy	0.00935	Ha
total charge	0
SMILES string	O=C(OP(O)O)N(F)c1cccnc1.COCCOC.COCCOC



Record 5
Below is an isolated molecule of C2H2NPS3, with properties calculated with the ωB97M-V functional and the def2-TZVPD basis.

Last column: Mulliken charge in e.
Cartesian coordinates (Å):
N -0.09620 -2.35837 1.24787  -0.37
C 0.33314 -1.89426 0.29547  0.34
S 1.29260 -1.20071 -0.92672  -0.01
C 1.14808 0.51986 -0.18040  -0.74
S -0.39518 1.48027 -0.85527  -0.06
P -1.93346 0.58244 0.32953  0.29
S -3.68684 1.38281 0.03063  -0.25
H 1.35477 0.49730 0.81025  0.50
H 1.98309 0.99065 -0.75136  0.30

Values from the calculation:
gap between HOMO and LUMO	7.62	eV
lowest unoccupied orbital energy	-0.05421	Ha
total charge	0
SMILES string	N#CSCSP=S
energy relative to the best compared isomer or geometry (same formula, charge and spin)	2.3	kcal per mole



Record 6
Below is a cluster of 2 separate species, C4H6F2O in total, with properties calculated with the ωB97M-V functional and the def2-TZVPD basis.

Last column: Mulliken charge in e.
Cartesian coordinates (Å):
C 0.29435 0.01766 1.45815  0.54
C 1.17046 1.18548 1.36435  -0.85
C -1.24947 -1.18503 -1.35623  -0.96
C -0.24741 -0.08924 -0.80626  0.55
O -0.31813 -0.60882 2.26611  -0.42
F -0.64425 1.20332 -1.08277  -0.31
F 1.02334 -0.08821 -1.30723  -0.30
H 0.61278 1.93405 0.93898  0.32
H 1.91445 0.79279 0.58972  0.31
H 1.76601 1.28624 2.35067  0.29
H -2.22325 -0.75005 -1.57711  0.33
H -0.71163 -1.60972 -2.20478  0.30
H -1.38725 -2.08849 -0.63361  0.22

Values from the calculation:
gap between HOMO and LUMO (alpha / beta)	8.80 / 8.80	eV
lowest unoccupied orbital energy (alpha / beta)	0.02543 / 0.02544	Ha
total charge	0
energy relative to the best compared isomer or geometry (same formula, charge and spin)	68.1	kcal per mole



Energy in a.u., matching the order above: -582.35416; -1030.23115; -3546.47189; -1701.55268; -1668.05365; -430.87536